1.
C25H20BrCdCl4N3O5 as an isolated structure. Source: the Open Molecules 2025 dataset; level of theory: the ωB97M-V functional and the def2-TZVPD basis.

## Properties
HOMO-LUMO gap: 7.4 eV

Structure (ORCA input):
```
! wB97M-V def2-TZVPD RIJCOSX def2/J DEFGRID3
* xyz 0 1
Cd -0.09130 -1.50946 0.77863
Cl 3.45532 0.27429 3.94978
C 3.67657 -0.94361 2.73430
C 4.98138 -1.41647 2.45797
C 5.17620 -2.27919 1.42076
Cl 6.85738 -2.72621 1.03247
C 4.10053 -2.81787 0.69567
C 4.17947 -3.77907 -0.29290
C 3.06619 -4.06316 -1.07856
C 1.87123 -3.42983 -0.83440
N 1.75264 -2.63759 0.22081
C 2.81362 -2.28249 0.97192
C 2.57255 -1.31713 2.07813
O 1.36427 -0.89517 2.36309
H 5.78812 -1.11988 3.10662
H 5.14028 -4.19493 -0.61452
H 3.18797 -4.84627 -1.82028
H 0.90157 -3.64329 -1.32548
Cl -6.41910 0.70625 4.24913
C -5.00491 0.49979 3.28303
C -4.41771 1.56190 2.57813
C -3.24474 1.32734 1.92984
Cl -2.47218 2.72617 1.21977
C -2.63607 0.04906 1.77665
O -1.57590 -0.08796 1.06976
C -3.31643 -1.02546 2.40872
C -2.89950 -2.40972 2.23649
O -1.89172 -2.90184 1.73253
C -4.53520 -0.75196 3.13522
H -4.88746 2.49330 2.54187
H -3.66231 -3.05648 2.61557
H -4.97045 -1.67007 3.57579
Br -5.19413 1.29830 -1.04828
C -3.58884 1.48322 -2.11033
C -3.44080 2.43862 -3.12743
C -2.27414 2.42912 -3.83179
C -1.29422 1.46010 -3.62493
C -1.36110 0.61367 -2.52552
C -2.56008 0.62561 -1.78035
C -0.30926 -0.40165 -2.17886
O 0.92690 -0.14740 -2.60568
O -0.49953 -1.45524 -1.59376
H -4.23951 3.20180 -3.26990
H -2.13492 3.21960 -4.53100
H -0.48480 1.49979 -4.29523
H -2.56033 -0.08945 -0.94769
N 1.81339 2.34752 -2.49692
C 1.48499 3.20504 -1.29739
C 1.85335 2.41968 -0.04244
N 1.01183 1.17903 0.12624
H 1.55020 2.90078 -3.34863
H 1.16650 0.86014 -2.51942
H 2.77758 2.08250 -2.57070
H 0.38938 3.29167 -1.36246
H 2.05656 4.16560 -1.29851
H 1.78338 3.11982 0.78520
H 2.86908 2.04925 -0.05170
H 0.09646 1.59036 0.34074
H 1.30178 0.77952 1.01022
*
```

=====

2.
C28H38N6PPdSe2 as an isolated structure. Source: the Open Molecules 2025 dataset; level of theory: the ωB97M-V functional and the def2-TZVPD basis.

## Properties
HOMO-LUMO gap (spin up / spin down): 8.1 / 4.8 eV

Structure (ORCA input):
```
! wB97M-V def2-TZVPD RIJCOSX def2/J DEFGRID3
* xyz 3 5
Pd -0.11564 0.31845 -0.90349
Se -0.50124 0.09255 1.60651
P -0.37824 2.28015 1.33161
Se -0.44894 2.74895 -0.82309
C -1.77004 3.05955 2.22011
C -2.03184 2.66765 3.52981
C -3.03374 3.30935 4.23711
C -3.77194 4.31775 3.63471
C -3.49664 4.70735 2.33261
C -2.49454 4.07685 1.61361
C 1.15506 2.93295 2.07451
C 1.77716 4.02645 1.48011
C 2.89706 4.57705 2.07621
C 3.37236 4.05415 3.26931
C 2.73906 2.97235 3.86281
C 1.62646 2.40095 3.26981
H -1.46584 1.86955 3.99251
H -3.23674 3.02015 5.25581
H -4.57064 4.80045 4.17961
H -4.04904 5.50875 1.86871
H -2.27664 4.39095 0.60091
H 1.38506 4.45905 0.56671
H 3.37896 5.42165 1.60831
H 4.23066 4.50385 3.74411
H 3.09996 2.56945 4.79501
H 1.13326 1.55615 3.73391
C 2.93146 0.69925 -0.28869
N 3.38586 -0.16325 -1.35119
C 4.45286 0.38155 -2.16349
C 2.68616 -1.26225 -1.68059
N 1.41626 -1.38115 -1.24809
C 0.84896 -2.61435 -1.08989
C 1.56166 -3.78205 -0.75859
C 0.94806 -5.01205 -0.78829
C -0.38654 -5.13225 -1.22159
C -1.14864 -4.01015 -1.42039
C -0.58244 -2.73155 -1.22559
N -1.27054 -1.58195 -1.23309
C -2.56514 -1.35035 -0.97099
N -3.29484 -2.06145 -0.09799
C -2.69014 -2.86965 0.93361
C -4.73914 -2.10505 -0.16259
N -3.08054 -0.24735 -1.57529
C -2.34574 0.26245 -2.70789
C -3.91634 0.69665 -0.85429
N 3.26436 -2.19385 -2.48229
C 4.65826 -2.54855 -2.32929
C 2.53976 -3.01155 -3.42609
H 3.78246 1.23045 0.13861
H 2.45866 0.11455 0.51241
H 2.23086 1.46405 -0.69199
H 4.28026 1.44875 -2.31759
H 4.49106 -0.10095 -3.13569
H 5.42096 0.27735 -1.66989
H 2.59976 -3.70375 -0.47779
H 1.49036 -5.89655 -0.49459
H -0.81974 -6.11025 -1.35869
H -2.18434 -4.08915 -1.71669
H -1.67314 -2.52795 1.13731
H -2.66334 -3.92615 0.65671
H -3.28024 -2.76915 1.84531
H -5.08654 -1.78795 -1.14229
H -5.20904 -1.48815 0.60611
H -5.06344 -3.13375 0.00061
H -2.27674 -0.49435 -3.49279
H -1.27164 0.52555 -2.37659
H -2.84624 1.14245 -3.11009
H -3.94784 0.45385 0.20771
H -4.93344 0.73145 -1.24959
H -3.48024 1.69545 -0.95399
H 5.11876 -1.99355 -1.51749
H 5.21666 -2.38675 -3.25319
H 4.72836 -3.61395 -2.09089
H 1.56786 -2.57925 -3.65989
H 2.39596 -4.03625 -3.06539
H 3.12736 -3.06935 -4.34479
*
```

=====

| no. | F_max (eV/Å) | M (g mol⁻¹) | total energy (eV) |
| --- | --- | --- | --- |
| 1 | 3.206 | 776.58 | -165655.6829 |
| 2 | 2.659 | 753.97 | -182028.1773 |